Record 1
Entry from the OMol25 dataset: an isolated molecule of C3H4F2O (ωB97M-V/def2-TZVPD).

Output
LUMO level: 0.0359 Eh
SMILES string: C[C@H]1OC1(F)F
Energy relative to the best compared isomer or geometry (same formula, charge and spin): 1.443 eV
Orbital gap: 11.5210 eV
HOMO: -0.3875 hartree

Each line ends with the Löwdin charge.
Element x y z (Å)
H1 0.044 -1.577 -0.394  0.128
C1 -0.238 -0.469 -0.097  -0.018
H2 -1.023 0.004 -0.649  0.064
C2 2.434 0.063 0.060  -0.528
H3 0.900 1.067 -1.118  0.118
O1 1.724 0.955 0.721  0.134
F1 3.474 0.449 -0.632  0.181
C3 0.984 0.413 -0.311  -0.224
H4 -0.383 -0.554 0.958  0.070
F2 2.609 -1.241 0.576  0.075

Record 2
Entry from the OMol25 dataset: an isolated molecule of C3H4F2O (ωB97M-V/def2-TZVPD).

Output
LUMO level: 0.0391 Eh
SMILES string: FC(F)[C@H]1CO1
Energy relative to the best compared isomer or geometry (same formula, charge and spin): 1.270 eV
Orbital gap: 11.9042 eV
HOMO: -0.3983 hartree

Each line ends with the Löwdin charge.
Element x y z (Å)
C1 -1.132 -0.261 0.721  -0.084
O1 -1.462 0.648 -0.355  -0.019
H1 -0.700 0.216 1.582  0.112
C2 -0.304 -0.198 -0.491  -0.220
F1 1.026 1.435 0.384  0.098
F2 1.848 -0.659 0.221  0.042
H2 -0.320 -0.988 -1.250  0.148
C3 1.129 0.354 -0.363  -0.369
H3 1.712 0.568 -1.316  0.174
H4 -1.799 -1.114 0.866  0.120

Record 3
Entry from the OMol25 dataset: a cluster of 2 separate species, C3H4F2O in total (ωB97M-V/def2-TZVPD).

Output
LUMO level: -0.0269 Eh
Energy relative to the best compared isomer or geometry (same formula, charge and spin): 3.289 eV
Orbital gap: 8.7404 eV
HOMO: -0.3482 hartree

Each line ends with the Löwdin charge.
Element x y z (Å)
F1 1.252 -0.395 1.380  0.166
H1 1.435 -0.193 -1.391  0.053
H2 -1.324 -0.989 -0.488  0.103
F2 -0.829 -0.584 1.948  0.197
H3 -0.039 -0.689 -2.272  0.059
C1 0.437 -0.423 -1.368  0.116
C2 -0.016 -0.288 1.000  -0.396
O1 -0.329 1.780 1.197  -0.236
H4 -0.137 2.235 0.330  0.005
C3 -0.449 -0.455 -0.336  -0.066

Record 4
Entry from the OMol25 dataset: a structure of composition C3H4F2S (ωB97M-V/def2-TZVPD).

Output
LUMO level: -0.0094 Eh
Energy relative to the best compared isomer or geometry (same formula, charge and spin): 3.255 eV
Orbital gap: 9.3456 eV
HOMO: -0.3528 hartree

Each line ends with the Löwdin charge.
Element x y z (Å)
C1 0.654 0.697 0.488  -0.278
C2 -0.429 0.489 -0.420  -0.445
C3 -0.251 -0.449 0.661  -0.345
H1 -0.914 -0.241 1.508  0.171
H2 -1.366 0.946 -0.555  0.075
F1 0.697 1.677 1.460  0.016
H3 1.629 0.470 0.229  0.138
S1 -0.076 -0.077 -2.311  0.544
H4 -0.035 -1.783 -1.672  0.088
F2 0.091 -1.728 0.612  0.036

Record 5
Entry from the OMol25 dataset: an isolated molecule of C3H4F3N (ωB97M-V/def2-TZVPD).

Output
LUMO level: 0.0172 Eh
SMILES string: C/N=C(\F)C(F)F
Energy relative to the best compared isomer or geometry (same formula, charge and spin): 1.167 eV
Orbital gap: 11.1461 eV
HOMO: -0.3924 hartree

Each line ends with the Löwdin charge.
Element x y z (Å)
F1 3.290 0.267 1.120  0.084
H1 -1.313 0.608 0.745  0.051
H2 -1.433 -1.133 1.068  0.100
F2 3.053 -0.993 -0.640  0.028
C1 2.736 0.275 -0.116  -0.320
C2 1.325 0.414 -0.153  -0.294
N1 0.493 -0.330 0.462  0.089
F3 0.867 1.383 -1.008  0.066
C3 -0.916 -0.321 0.428  -0.142
H3 3.284 1.035 -0.834  0.195
H4 -1.462 -0.268 -0.676  0.142

Record 6
Entry from the OMol25 dataset: a cluster of 2 separate species, C3H4FIO in total (ωB97M-V/def2-TZVPD).

Output
LUMO level (alpha / beta): -0.0016 / -0.0016 Eh
Energy relative to the best compared isomer or geometry (same formula, charge and spin): 2.408 eV
Orbital gap (alpha / beta): 8.2979 / 8.2972 eV
HOMO (alpha / beta): -0.3066 / -0.3066 hartree

Each line ends with the Löwdin charge.
Element x y z (Å)
H1 0.428 -0.994 1.627  0.047
C1 -0.265 1.750 -0.425  -0.147
I1 2.363 -0.136 -0.034  0.757
H2 -1.622 -0.415 0.478  0.106
O1 -0.306 2.480 0.486  0.049
F1 -0.943 -0.890 -1.359  -0.044
H3 0.599 -2.124 0.250  0.047
C2 -0.700 -0.469 -0.091  -0.320
H4 -0.035 1.881 -1.479  0.083
C3 0.481 -1.082 0.547  -0.578

Record 7
Entry from the OMol25 dataset: an isolated molecule of C3H4FNO (ωB97M-V/def2-TZVPD).

Output
LUMO level: 0.0311 Eh
SMILES string: O=C1NC[C@H]1F
Energy relative to the best compared isomer or geometry (same formula, charge and spin): 1.591 eV
Orbital gap: 10.9661 eV
HOMO: -0.3719 hartree

Each line ends with the Löwdin charge.
Element x y z (Å)
F1 2.084 -0.263 -0.789  0.067
H1 0.330 0.078 1.830  0.109
H2 -2.227 -0.173 0.460  0.222
N1 -1.165 -0.012 0.094  0.047
C1 0.935 0.184 -0.330  -0.243
C2 0.028 -0.403 0.862  -0.148
H3 0.277 -1.516 0.994  0.126
C3 -0.459 0.272 -1.063  -0.501
H4 1.087 1.319 0.049  0.185
O1 -0.890 0.514 -2.108  0.136

Record 8
Entry from the OMol25 dataset: an isolated molecule of C3H4FNO (ωB97M-V/def2-TZVPD).

Output
LUMO level: 0.0271 Eh
SMILES string: N#C[C@H](F)CO
Energy relative to the best compared isomer or geometry (same formula, charge and spin): 0.954 eV
Orbital gap: 12.1967 eV
HOMO: -0.4211 hartree

Each line ends with the Löwdin charge.
Element x y z (Å)
C1 0.206 -0.145 1.224  -0.190
C2 -0.453 -0.266 -0.133  -0.303
H1 0.677 0.793 1.459  0.123
H2 1.683 -1.078 0.466  0.099
F1 -1.779 0.107 -0.074  0.010
H3 -0.495 -0.394 2.035  0.139
H4 -0.414 -1.303 -0.432  0.152
C3 0.172 0.624 -1.158  -0.139
O1 1.221 -1.156 1.333  -0.067
N1 0.748 1.284 -1.875  0.176

Record 9
Entry from the OMol25 dataset: a cluster of 2 separate species, C3H4FNO2 in total (ωB97M-V/def2-TZVPD).

Output
LUMO level (alpha / beta): 0.0146 / -0.0355 Eh
Energy relative to the best compared isomer or geometry (same formula, charge and spin): 0.166 eV
Orbital gap (alpha / beta): 8.4772 / 11.8007 eV
HOMO (alpha / beta): -0.2970 / -0.4692 hartree
Multiplicity: 3

Each line ends with the Löwdin charge.
Element x y z (Å)
F1 -1.084 1.120 1.396  -0.019
C1 0.040 0.330 1.110  -0.343
O1 1.638 2.035 1.795  0.185
H1 0.333 -1.039 -0.492  0.093
H2 -1.093 0.174 -0.660  0.102
C2 -0.015 0.005 -0.411  -0.010
C3 1.309 0.957 1.448  -0.184
O2 3.686 -0.252 1.826  -0.048
H3 0.323 0.649 -1.143  0.053
H4 -0.058 -0.567 1.794  0.169
N1 2.670 -0.723 1.532  0.001

Record 10
Entry from the OMol25 dataset: an isolated molecule of C3H4FNO3 (ωB97M-V/def2-TZVPD).

Output
LUMO level (alpha / beta): 0.0291 / -0.0669 Eh
Energy relative to the best compared isomer or geometry (same formula, charge and spin): 5.630 eV
Orbital gap (alpha / beta): 7.1135 / 8.7840 eV
HOMO (alpha / beta): -0.2323 / -0.3897 hartree
Multiplicity: 3

Each line ends with the Löwdin charge.
Element x y z (Å)
O1 -2.275 1.090 0.114  0.129
C1 -0.993 -0.884 0.400  -0.444
N1 -1.263 0.329 0.199  -0.159
O2 -0.272 1.355 0.297  -0.044
C2 1.046 0.811 0.228  -0.112
C3 0.860 -0.509 -0.577  -0.184
H1 1.563 1.711 0.333  0.123
F1 -2.123 -1.550 0.310  0.171
O3 0.090 -1.526 -0.039  0.081
H2 1.857 -1.023 -0.948  0.173
H3 0.317 -0.099 -1.496  0.151
H4 1.193 0.296 1.179  0.115

Record 11
Entry from the OMol25 dataset: a structure of composition C3H4FNiO2 (ωB97M-V/def2-TZVPD).

Output
LUMO level (alpha / beta): -0.2422 / -0.2991 Eh
Orbital gap (alpha / beta): 8.5629 / 6.9004 eV
HOMO (alpha / beta): -0.5569 / -0.5527 hartree
Multiplicity: 3
Net charge: +1

Each line ends with the Löwdin charge.
Element x y z (Å)
C1 -0.390 -0.843 -0.600  -0.092
C2 -1.020 -0.013 0.524  -0.093
C3 1.084 0.759 0.152  -0.469
H1 -0.378 -1.918 -0.389  0.139
O1 0.973 -0.389 -0.634  -0.067
Ni1 2.938 0.428 0.673  1.133
H2 -1.759 0.705 0.145  0.143
F1 0.797 1.873 -0.708  0.043
H3 -1.477 -0.625 1.310  0.142
O2 0.098 0.680 1.099  -0.022
H4 -0.865 -0.657 -1.571  0.145

Record 12
Entry from the OMol25 dataset: the ion C3H4FO2S with charge -1 (ωB97M-V/def2-TZVPD).

Output
LUMO level (alpha / beta): 0.1489 / 0.1489 Eh
Energy relative to the best compared isomer or geometry (same formula, charge and spin): 3.950 eV
Orbital gap (alpha / beta): 7.2983 / 7.2968 eV
HOMO (alpha / beta): -0.1193 / -0.1193 hartree
Net charge: -1

Each line ends with the Löwdin charge.
Element x y z (Å)
C1 1.308 -0.191 0.846  -0.112
C2 0.648 0.715 -0.249  -0.344
H1 1.323 1.105 -1.044  0.104
O1 -2.782 -0.512 -0.860  -0.590
H2 -0.073 1.436 0.205  0.076
H3 0.271 -0.993 -1.484  0.050
F1 2.334 -0.979 0.414  -0.081
C3 -0.136 -0.393 -0.721  -0.203
O2 -1.748 0.838 0.971  -0.574
S1 -1.820 -0.468 0.251  0.589
H4 0.675 -0.558 1.670  0.084

Record 13
Entry from the OMol25 dataset: a cluster of 2 separate species, C3H4FO2Si in total (ωB97M-V/def2-TZVPD).

Output
LUMO level: 0.1414 Eh
Energy relative to the best compared isomer or geometry (same formula, charge and spin): 3.519 eV
Orbital gap: 7.3100 eV
HOMO: -0.1272 hartree
Net charge: -1

Each line ends with the Löwdin charge.
Element x y z (Å)
O1 -2.212 -0.216 -2.296  -0.261
H1 -1.175 -1.464 -0.193  -0.211
C1 1.454 -0.127 0.969  -0.012
O2 -0.679 1.365 -1.892  -0.100
H2 0.044 1.360 0.998  0.091
C2 -1.078 0.199 -1.894  -0.918
C3 0.571 0.631 1.565  -0.252
H3 2.234 -0.626 1.636  0.076
F1 0.422 0.780 2.911  -0.030
Si1 -1.031 -1.681 -1.623  0.533
H4 1.450 -0.222 -0.182  0.083

Record 14
Entry from the OMol25 dataset: a structure of composition C3H4FeLiO5 (ωB97M-V/def2-TZVPD).

Output
LUMO level (alpha / beta): -0.1584 / -0.2984 Eh
Orbital gap (alpha / beta): 6.2864 / 5.7152 eV
HOMO (alpha / beta): -0.3894 / -0.5084 hartree
Multiplicity: 7
Net charge: +1

Each line ends with the Löwdin charge.
Element x y z (Å)
Li1 3.474 0.304 -1.636  0.809
O1 -1.269 1.539 -0.758  -0.176
O2 2.389 -1.109 -2.382  -0.010
H1 -1.304 -0.476 1.086  0.160
C1 -2.073 0.573 -0.604  -0.145
O3 -2.826 -1.577 0.145  0.063
C2 -1.818 -0.618 0.124  -0.133
Fe1 0.566 1.928 -0.420  0.944
O4 1.583 0.481 -1.104  -0.340
H2 -3.326 -1.512 0.964  0.133
H3 -2.913 0.518 -1.322  0.175
C3 1.391 -0.614 -1.796  -0.791
O5 0.238 -1.178 -1.811  0.088
H4 -0.676 -0.990 -0.869  0.223

Record 15
Entry from the OMol25 dataset: a structure of composition C3H4GaLiO4 (ωB97M-V/def2-TZVPD).

Output
LUMO level: -0.4421 Eh
Energy relative to the best compared isomer or geometry (same formula, charge and spin): 1.724 eV
Orbital gap: 2.4248 eV
HOMO: -0.5312 hartree
Net charge: +2

Each line ends with the Löwdin charge.
Element x y z (Å)
H1 -1.414 -2.667 2.417  0.122
Ga1 -0.475 4.195 -5.374  1.265
Li1 -0.151 2.783 -3.298  0.656
O1 0.855 -0.618 0.949  -0.014
C1 -0.408 -1.055 1.279  -0.423
O2 1.434 1.774 0.145  0.250
O3 -0.984 -2.010 0.423  -0.010
C2 -0.591 -2.423 1.739  -0.063
H2 1.042 0.399 1.168  0.126
C3 1.042 1.399 -0.902  -0.281
H3 -1.082 -0.250 1.585  0.156
O4 0.451 1.553 -1.904  0.088
H4 0.282 -3.079 1.773  0.128

Record 16
Entry from the OMol25 dataset: a structure of composition C3H4I2O2 (ωB97M-V/def2-TZVPD).

Output
LUMO level (alpha / beta): 0.0110 / -0.1359 Eh
Orbital gap (alpha / beta): 7.9005 / 5.8362 eV
HOMO (alpha / beta): -0.2793 / -0.3503 hartree
Multiplicity: 3

Each line ends with the Löwdin charge.
Element x y z (Å)
H1 -1.486 1.306 0.378  0.062
I1 -0.385 -2.541 -0.161  0.865
H2 -1.655 0.401 -1.029  0.065
I2 3.626 0.946 -0.055  1.145
C1 -1.448 0.341 0.008  -0.154
O1 1.252 -0.072 -1.450  -0.020
H3 -2.375 -0.270 0.210  0.088
C2 1.046 0.048 -0.272  -0.877
C3 -0.219 -0.441 0.354  -0.686
O2 1.831 0.513 0.631  -0.561
H4 -0.188 -0.232 1.386  0.072

Record 17
Entry from the OMol25 dataset: a cluster of 2 separate species, C3H4IN in total (ωB97M-V/def2-TZVPD).

Output
LUMO level: -0.0395 Eh
Energy relative to the best compared isomer or geometry (same formula, charge and spin): 2.872 eV
Orbital gap: 8.8330 eV
HOMO: -0.3641 hartree

Each line ends with the Löwdin charge.
Element x y z (Å)
I1 -2.334 0.490 0.482  0.790
C1 0.647 0.824 0.118  -0.234
H1 0.632 1.068 1.263  0.135
C2 -0.050 -1.423 0.409  -0.395
H2 1.461 0.458 -0.363  0.041
H3 0.502 1.727 -0.422  0.059
C3 -0.388 -0.177 -0.202  -0.826
N1 0.091 -2.523 0.713  0.173
H4 -0.561 -0.443 -1.999  0.258

Record 18
Entry from the OMol25 dataset: an isolated molecule of C3H4IN (ωB97M-V/def2-TZVPD).

Output
LUMO level: 0.0220 Eh
SMILES string: [H]/N=C(\I)C=C
Energy relative to the best compared isomer or geometry (same formula, charge and spin): 1.142 eV
Orbital gap: 9.8639 eV
HOMO: -0.3405 hartree

Each line ends with the Löwdin charge.
Element x y z (Å)
C1 -0.731 -1.165 0.624  -0.096
H1 -0.125 -1.137 1.598  0.075
N1 0.495 1.878 -0.623  0.059
H2 -1.538 -1.811 0.710  0.028
H3 1.184 2.611 -0.488  0.069
C2 0.559 0.705 -0.390  -0.810
H4 -1.485 -0.424 -1.165  0.075
I1 2.377 -0.274 0.159  0.740
C3 -0.735 -0.382 -0.425  -0.140

Record 19
Entry from the OMol25 dataset: an isolated molecule of C3H4INO (ωB97M-V/def2-TZVPD).

Output
LUMO level: 0.0098 Eh
SMILES string: C/C=N/C(=O)I
Energy relative to the best compared isomer or geometry (same formula, charge and spin): 0.691 eV
Orbital gap: 10.0021 eV
HOMO: -0.3577 hartree

Each line ends with the Löwdin charge.
Element x y z (Å)
C1 1.566 0.696 0.199  -0.053
H1 0.472 -0.774 -1.265  0.121
H2 2.407 0.698 -0.520  0.078
H3 1.863 0.185 1.200  0.122
C2 -1.930 -0.846 0.148  -0.903
H4 1.206 1.604 0.355  0.011
I1 -3.263 0.692 -0.490  0.790
N1 -0.599 -0.172 0.334  0.001
O1 -2.138 -1.969 0.450  0.033
C3 0.416 -0.112 -0.409  -0.201

Record 20
Entry from the OMol25 dataset: a cluster of 2 separate species, C3H4INO in total (ωB97M-V/def2-TZVPD).

Output
LUMO level: -0.0342 Eh
SMILES string: O=C=NI.C=C
Energy relative to the best compared isomer or geometry (same formula, charge and spin): 1.882 eV
Orbital gap: 8.9377 eV
HOMO: -0.3627 hartree

Each line ends with the Löwdin charge.
Element x y z (Å)
O1 1.284 -2.269 -2.080  0.152
C1 0.709 1.094 0.915  -0.029
H1 -0.378 1.418 2.507  0.005
C2 -0.204 0.695 1.822  -0.023
H2 -0.745 -0.136 1.878  0.007
H3 1.319 1.969 0.769  0.054
N1 -0.745 -1.162 -1.710  -0.461
I1 -2.400 -0.263 -2.357  0.825
H4 0.871 0.348 0.233  -0.015
C3 0.288 -1.695 -1.976  -0.515

So what do the calculations give for F_max? Going down the list: 0.09513; 0.04708; 0.10196; 0.10721; 0.12784; 0.07603; 0.11449; 0.04890; 0.07077; 0.26632; 0.06981; 0.07624; 0.04381; 0.06671; 0.10004; 0.10621; 0.08199; 0.09783; 0.11410; 0.11549 Eh/bohr.
So what do the calculations give for electronic energy? Going down the list: -391.61974; -391.62610; -391.55191; -714.48827; -471.00970; -589.40369; -346.51030; -346.53371; -421.64899; -496.70004; -1874.95665; -765.15638; -656.52707; -1763.80263; -2349.23923; -862.44133; -469.01873; -469.08230; -544.35749; -544.31374 Eh.